{"formula": "BrClNO", "method": "ωB97M-V/def2-TZVPD", "elements": ["N", "O", "Cl", "Br"], "positions_angstrom": [[-0.21, 0.38, 0.40], [-0.69, 1.17, -0.36], [-0.84, -1.63, -0.04], [1.73, 0.08, 0.00]], "smiles": "[O-]N(Cl)Br", "total_energy_ha": -3164.19356, "homo_lumo_gap_ev": 8.06, "max_force_ha_per_bohr": 0.0718, "charge": -1, "de_lowest_ev": 0.4427, "spin_multiplicity": 1, "e_homo_ev": -4.09}